Record 1
Entry from the OMol25 dataset: a cluster of 4 separate species, H8O4 in total (the ωB97M-V functional and the def2-TZVPD basis).

Geometry as ORCA input:
```
! wB97M-V def2-TZVPD RIJCOSX def2/J DEFGRID3
* xyz 0 1
O -0.40796 -0.17389 -0.55991
H -0.53298 0.73812 -0.27328
H 0.34237 1.56773 2.99023
O -1.70647 -1.59661 1.50062
H 0.24267 -0.11805 -1.27922
O 0.59549 1.10365 2.18589
H 2.34445 0.66975 -2.49257
H -2.58780 -1.60473 1.11671
H -1.14672 -1.18865 0.81760
H -0.07469 0.41591 2.07759
O 1.43518 0.41532 -2.68465
H 1.49646 -0.22856 -3.39903
*
```

Results
E_LUMO = 0.48 eV
Frontier orbital gap = 11.423 eV
HOMO = -10.94 eV
Structure (SMILES) = O.O.O.O
Total energy = -8320.077 eV

---

Record 2
Entry from the OMol25 dataset: a structure of composition H8O4Rb (the ωB97M-V functional and the def2-TZVPD basis).

Geometry as ORCA input:
```
! wB97M-V def2-TZVPD RIJCOSX def2/J DEFGRID3
* xyz 1 1
H -2.17505 1.31709 2.36527
O -0.64834 -3.10501 -1.13107
Rb -0.56081 -0.46756 -0.15506
H 2.12935 0.92050 1.71854
O -2.38637 0.93611 1.50317
O 1.62181 0.65260 -1.88022
O 1.60143 1.25914 0.98207
H 2.41153 1.07982 -2.23202
H -3.17643 1.40605 1.20451
H 1.68451 0.78570 -0.91835
H -0.80918 -3.94756 -0.68504
H -1.31484 -3.06042 -1.83086
H 1.62239 2.22356 1.05905
*
```

Results
E_LUMO = -3.33 eV
Frontier orbital gap = 11.578 eV
HOMO = -14.91 eV
Total energy = -8971.026 eV

---

Record 3
Entry from the OMol25 dataset: a structure of composition H8O4Tl at a distorted geometry (the ωB97M-V functional and the def2-TZVPD basis).

Geometry as ORCA input:
```
! wB97M-V def2-TZVPD RIJCOSX def2/J DEFGRID3
* xyz 3 1
O 4.60305 -15.08641 -22.58250
H 8.81569 -14.36185 -23.84314
H 6.31590 -15.66475 -20.24904
O 6.55793 -15.91283 -21.14128
H 6.90989 -12.46780 -21.48508
O 8.50443 -14.71647 -23.01032
O 7.25670 -12.91469 -22.25723
Tl 6.55906 -14.73316 -22.69269
H 4.21899 -15.47620 -23.36788
H 7.13887 -16.66567 -21.03183
H 3.85139 -14.78728 -22.07089
H 7.90737 -12.30937 -22.61282
H 9.25776 -14.64796 -22.42377
*
```

Results
E_LUMO = -16.24 eV
Frontier orbital gap = 11.609 eV
HOMO = -27.85 eV
Total energy = -12974.355 eV

---

Record 4
Entry from the OMol25 dataset: a structure of composition H9LiO5 at a distorted geometry (the ωB97M-V functional and the def2-TZVPD basis).

Geometry as ORCA input:
```
! wB97M-V def2-TZVPD RIJCOSX def2/J DEFGRID3
* xyz 0 1
Li 0.50467 -1.67553 -1.36080
H -0.78433 0.46847 0.30320
H -0.27233 -1.70053 2.58920
H -2.28433 0.86847 -1.68680
H 1.57367 2.23347 -0.71380
H 1.10967 0.04847 0.77520
H 2.02167 1.03247 1.31920
O -0.27733 -0.29453 -0.11180
O -0.76633 -2.08053 1.88320
O -2.18633 -0.10453 -1.88780
O 2.01467 0.15747 1.25120
H 0.62167 1.10647 -0.87080
H -1.54033 -0.25553 -1.29980
O 1.02067 1.75047 -1.30980
H -0.75533 -1.55453 1.12020
*
```

Results
E_LUMO = -1.16 eV
Frontier orbital gap = 9.421 eV
HOMO = -10.58 eV
Total energy = -10588.072 eV

---

Record 5
Entry from the OMol25 dataset: an isolated molecule of H9N3Si2 at a distorted geometry (the ωB97M-V functional and the def2-TZVPD basis).

Geometry as ORCA input:
```
! wB97M-V def2-TZVPD RIJCOSX def2/J DEFGRID3
* xyz 0 3
N -1.92311 -1.46936 -0.27614
Si 2.32933 -0.17152 -0.00308
H -0.59618 2.46335 -0.01048
H 2.04423 -0.84452 1.31452
H 0.67538 -0.07752 -1.72443
H -1.66020 -2.39656 -0.69094
H 2.57310 1.21642 0.27614
H -1.93236 2.16945 0.81540
H 3.22092 -0.31436 -1.23396
H -0.50019 -0.28345 1.75554
Si -0.76833 -0.17220 0.21468
N -1.39765 1.78741 -0.05362
H -2.76905 -1.70682 0.30684
N 0.70412 -0.20032 -0.69046
*
```

Results
E_LUMO (spin up / spin down) = 0.64 / -3.00 eV
Frontier orbital gap (spin up / spin down) = 4.384 / 6.449 eV
HOMO (spin up / spin down) = -3.74 / -9.45 eV
Expectation value of S² = 2.00
Total energy = -20367.225 eV

---

Record 6
Entry from the OMol25 dataset: a cluster of 4 separate species, H9O4 in total at a distorted geometry (the ωB97M-V functional and the def2-TZVPD basis).

Geometry as ORCA input:
```
! wB97M-V def2-TZVPD RIJCOSX def2/J DEFGRID3
* xyz 1 1
H -1.84007 2.34968 -2.68541
H -0.52285 0.36385 0.21942
O 2.16759 -2.42413 1.10785
O 0.23418 -0.18047 1.53387
O -1.32059 0.93089 -0.06727
H 0.86219 0.53533 1.73204
H -2.07983 0.32753 -0.01860
H 2.71972 -2.34683 1.87377
H 2.00118 -3.38730 1.07095
H -0.54171 1.46791 -3.18883
H 0.69165 -1.02431 1.35845
O -1.12262 1.76097 -2.47950
H -1.26254 1.23905 -1.05731
*
```

Results
E_LUMO = -3.47 eV
Frontier orbital gap = 11.974 eV
HOMO = -15.45 eV
Total energy = -8329.390 eV

---

Record 7
Entry from the OMol25 dataset: a cluster of 4 separate species, H9O4 in total (the ωB97M-V functional and the def2-TZVPD basis).

Geometry as ORCA input:
```
! wB97M-V def2-TZVPD RIJCOSX def2/J DEFGRID3
* xyz 1 1
O 1.88486 1.06131 -0.51595
H -0.07191 -1.02342 0.46469
H -3.31157 0.48327 -0.60471
H 0.46617 0.30488 -0.36142
H 2.21522 0.68162 -1.33854
O -2.53832 1.03920 -0.39532
O -0.33781 -0.23494 -0.11467
H 1.82092 -1.67317 1.26303
H 0.82728 -2.74743 1.71983
H -2.86509 1.94448 -0.52565
H 2.18740 1.97404 -0.47731
O 0.94432 -2.04004 1.07707
H -1.22147 0.23020 -0.19105
*
```

Results
E_LUMO = -3.12 eV
Frontier orbital gap = 13.580 eV
HOMO = -16.70 eV
Total energy = -8329.847 eV

---

Record 8
Entry from the OMol25 dataset: an isolated molecule of HI3Si at a distorted geometry (the ωB97M-V functional and the def2-TZVPD basis).

Geometry as ORCA input:
```
! wB97M-V def2-TZVPD RIJCOSX def2/J DEFGRID3
* xyz 0 1
Si -0.10806 0.09529 -0.06703
I -0.47826 1.07163 2.19191
H 1.28403 0.44839 -0.26813
I -1.30224 0.61731 -2.15208
I 0.60453 -2.23262 0.29534
*
```

Results
E_LUMO = -1.29 eV
Frontier orbital gap = 8.416 eV
HOMO = -9.71 eV
Structure (SMILES) = I[SiH](I)I
Total energy = -32198.156 eV

---

Record 9
Entry from the OMol25 dataset: a cluster of 2 separate species, HINO in total at a distorted geometry (the ωB97M-V functional and the def2-TZVPD basis).

Geometry as ORCA input:
```
! wB97M-V def2-TZVPD RIJCOSX def2/J DEFGRID3
* xyz -1 1
N 0.15146 0.45124 -0.47187
H 1.31394 -0.94636 0.07174
I -1.80991 -0.81773 0.06957
O 0.34451 1.31286 0.33056
*
```

Results
E_LUMO (spin up / spin down) = 3.88 / 3.70 eV
Frontier orbital gap (spin up / spin down) = 7.453 / 6.857 eV
HOMO (spin up / spin down) = -3.57 / -3.16 eV
Total energy = -11651.787 eV

---

Record 10
Entry from the OMol25 dataset: a structure of composition HLaO3S at a distorted geometry (the ωB97M-V functional and the def2-TZVPD basis).

Geometry as ORCA input:
```
! wB97M-V def2-TZVPD RIJCOSX def2/J DEFGRID3
* xyz 2 1
O 0.69649 -1.76294 -0.81295
O -0.89398 0.07852 -1.32090
S 0.53382 -0.32646 -1.00317
H 0.93972 0.59596 1.56602
La -1.78122 1.01917 1.03810
O 0.50517 0.39576 0.53289
*
```

Results
E_LUMO = -11.77 eV
Frontier orbital gap = 6.114 eV
HOMO = -17.88 eV
Total energy = -17831.906 eV

---

Record 11
Entry from the OMol25 dataset: the ion HN2O3S with charge -1 at a distorted geometry (the ωB97M-V functional and the def2-TZVPD basis).

Geometry as ORCA input:
```
! wB97M-V def2-TZVPD RIJCOSX def2/J DEFGRID3
* xyz -1 1
H 0.22038 -0.66817 -0.79850
O -1.46660 0.09889 -2.09542
O 2.05333 0.08683 1.10871
S 0.63156 0.41942 1.31389
N -1.15535 0.61397 -1.03765
O -0.15406 -0.66752 1.93481
N -0.12926 0.11658 -0.42584
*
```

Results
E_LUMO = 4.01 eV
Frontier orbital gap = 8.723 eV
HOMO = -4.71 eV
Total energy = -19973.279 eV

---

Record 12
Entry from the OMol25 dataset: a structure of composition HN2O4S at a distorted geometry (the ωB97M-V functional and the def2-TZVPD basis).

Geometry as ORCA input:
```
! wB97M-V def2-TZVPD RIJCOSX def2/J DEFGRID3
* xyz -1 1
O 1.53653 -0.55887 1.32538
H -0.85017 -1.27465 -0.44488
N -0.53143 -0.31460 -0.65275
S 1.55954 0.15533 0.04256
N -1.15984 0.54878 0.06542
O -0.57110 1.64284 0.18475
O 2.27798 -0.47049 -1.07352
O -2.26150 0.27166 0.55303
*
```

Results
E_LUMO = 3.96 eV
Frontier orbital gap = 9.050 eV
HOMO = -5.09 eV
Total energy = -22019.854 eV

---

Please write out number 8 again, unchanged.
Entry from the OMol25 dataset: an isolated molecule of HI3Si at a distorted geometry (the ωB97M-V functional and the def2-TZVPD basis).

Geometry as ORCA input:
```
! wB97M-V def2-TZVPD RIJCOSX def2/J DEFGRID3
* xyz 0 1
Si -0.10806 0.09529 -0.06703
I -0.47826 1.07163 2.19191
H 1.28403 0.44839 -0.26813
I -1.30224 0.61731 -2.15208
I 0.60453 -2.23262 0.29534
*
```

Results
E_LUMO = -1.29 eV
Frontier orbital gap = 8.416 eV
HOMO = -9.71 eV
Structure (SMILES) = I[SiH](I)I
Total energy = -32198.156 eV

---

Which of these has the highest total energy? H8O4

---

Which formula does entry 11 have? HN2O3S